The following is a quantum chemistry calculation of a 2-piece molecular cluster, C5H15NO overall, from the OMol25 dataset.

Values from the calculation:
Gap between HOMO and LUMO in eV: 8.8
Highest occupied orbital energy in eV: -8.10
Energy above the lowest of the compared OMol25 structures with the same formula, charge and spin in kJ/mol: 188.8
Strongest force on any atom in hartree/bohr: 0.04863

Geometry as ORCA input:
```
! RIJCOSX wB97M-V def2-TZVPD def2/J DEFGRID3
* xyz 0 1
C 2.04388 -2.61580 -1.01076
C 2.21510 -1.28307 -0.24304
C 1.29903 -0.11210 -0.71558
C 1.77808 1.21572 -0.10917
N 0.77221 2.12776 0.48117
C -0.50451 2.13256 -0.16019
H 2.51456 -3.43462 -0.47124
H 2.34764 -2.57128 -2.05519
H 0.96728 -2.78257 -1.01575
H 1.68674 -1.53686 0.70719
H 3.25975 -1.02971 -0.08029
H 1.25913 -0.11043 -1.80331
H 0.30313 -0.44319 -0.41097
H 2.61516 1.09343 0.57987
H 2.03978 1.85359 -0.97279
H 0.90247 2.29659 1.45502
H -1.04834 1.24995 0.18631
H -1.15157 3.01079 -0.02063
H -0.46663 2.30259 -1.23827
O -6.22902 -1.13987 1.45908
H -5.28717 -0.94918 1.51039
H -6.48879 -1.01936 2.37841
*
```



The following is a quantum chemistry calculation of an isolated ion of composition C7H11N2S and charge +1, from the OMol25 dataset.

Values from the calculation:
Gap between HOMO and LUMO in eV: 9.5
Highest occupied orbital energy in eV: -13.18
Energy above the lowest of the compared OMol25 structures with the same formula, charge and spin in kJ/mol: 247.4
Strongest force on any atom in hartree/bohr: 0.10020

Geometry as ORCA input:
```
! RIJCOSX wB97M-V def2-TZVPD def2/J DEFGRID3
* xyz 1 1
C -1.60442 2.24956 -0.28272
C -1.03084 1.11982 -0.49201
C -0.31327 0.48447 0.60086
N -1.21731 -0.85211 0.96668
C -1.11052 -1.93244 -0.05228
C 0.98148 -0.04134 0.05508
C 1.75207 0.23531 -1.15264
N 3.04136 -0.00563 -1.09247
C 3.35998 -0.31967 0.13958
S 2.17985 -0.24759 1.30513
H -2.18471 2.84485 -0.96025
H -1.68950 2.93253 0.61178
H -1.15412 0.62649 -1.44074
H -0.39160 0.90251 1.56442
H -2.16198 -0.53419 1.05104
H -0.91574 -1.03028 1.89400
H -0.63759 -2.86584 0.37152
H -2.06683 -2.04136 -0.50807
H -0.37767 -1.48567 -0.82580
H 1.16459 0.37231 -2.14076
H 4.37676 -0.41175 0.38764
*
```